41
Properties=species:S:1:pos:R:3 method="wB97M-V/def2-TZVPD" de_lowest_ev=2.3217 total_energy_ev=-24505.7583 e_lumo_ev=-2.66 largest_force_ha_per_bohr=0.052 e_homo_ev=-12.2 total_charge=+1 gap_ev=9.51
C -0.17 -0.19 0.09
H 1.00 -2.08 0.26
O -1.03 0.34 3.55
H 0.83 3.88 -0.51
O 2.07 -1.91 -2.48
H 1.22 0.33 -3.29
O -3.14 0.34 1.61
H 1.55 2.44 -1.11
H 4.23 -0.70 -0.19
O -0.41 2.58 -1.68
H -1.12 0.11 4.48
C 0.27 2.26 0.76
H -1.84 -3.71 -1.47
O 1.70 -1.40 2.86
O 3.41 -1.17 -0.18
H 1.67 -1.41 1.89
H -0.81 2.37 0.96
H 2.43 -2.01 3.03
H -1.21 2.33 -1.16
H 0.79 2.91 1.47
C -1.44 -3.01 -0.74
N -0.52 -2.20 -1.09
H -1.11 0.17 -0.31
C 0.59 0.74 0.97
H 1.62 0.62 0.62
H -0.06 -0.46 -3.05
O -3.05 1.25 -1.15
H -0.50 -0.40 3.24
H -3.80 0.80 2.16
H 0.48 0.51 2.02
C 0.68 2.79 -0.57
O 0.48 0.26 -2.68
H -0.19 1.68 -2.10
H -2.99 0.55 -0.47
H -2.45 0.31 2.31
H -3.88 0.98 -1.57
C 0.15 -1.47 -0.04
H 3.03 -1.41 -1.05
H -1.87 -3.01 0.26
H 1.16 -1.61 -2.37
H 2.21 -2.41 -3.29

=====

41
Properties=species:S:1:pos:R:3 method="wB97M-V/def2-TZVPD" de_lowest_ev=5.2812 total_energy_ev=-24502.7987 e_lumo_ev=-2.56 largest_force_ha_per_bohr=0.150 e_homo_ev=-11.6 total_charge=+1 gap_ev=8.99
H 1.82 -1.38 1.90
N 1.72 0.50 -1.79
H 0.96 2.09 3.04
C -0.06 0.31 -0.03
H -2.24 -0.79 1.92
H 3.83 0.17 2.07
H 1.09 -1.89 3.11
H 3.60 0.58 -2.38
H -3.33 0.59 1.37
H 1.07 -1.71 -2.76
H -1.72 1.53 -0.32
H -0.27 3.70 -1.44
H -1.28 -2.41 0.10
C -2.98 -0.91 -0.10
O -1.01 -2.68 1.46
H 0.24 -0.46 0.68
O -0.44 0.06 -3.19
C -1.33 0.84 0.52
H 3.46 1.47 -0.88
H -1.21 -0.16 -3.71
O 0.33 -1.97 -2.16
H 1.83 3.12 2.55
O -1.88 -1.70 -0.65
H 0.47 -2.05 -1.24
O 3.50 -0.66 1.60
H -1.37 -1.12 -1.25
H 0.28 1.83 -1.39
C 0.65 0.90 -0.98
H -3.78 -1.75 0.10
C -2.53 -0.11 1.09
H -3.39 -0.28 -0.99
O 1.03 -1.49 2.36
H 3.36 -0.41 0.68
H -0.85 3.44 -0.15
H -0.27 -2.19 1.97
H 0.31 -0.13 -3.86
C 2.92 0.85 -1.60
O -1.12 3.48 -1.01
O 1.31 2.42 2.27
H -1.02 1.60 1.27
H -1.71 -3.23 1.81